CH4OV | ωB97M-V/def2-TZVPD

Atoms and positions in Å:
O: -2.089 1.000 0.498
V: -0.815 -0.211 0.800
H: -2.031 1.665 -0.220
C: 0.962 -0.550 -0.136
H: 1.680 0.273 0.027
H: 1.445 -1.464 0.253
H: 0.849 -0.713 -1.222

Atomic forces in eV per Å
-0.1758 1.0595 -0.9591
-0.1163 -0.4171 0.5158
-0.2696 -0.5410 0.7447
0.7379 -0.1256 -0.4850
-0.1873 -0.2296 -0.1453
-0.0751 0.0947 0.0178
0.0862 0.1591 0.3111

calculated total energy	-1059.65596	hartree
F_max	1.4	eV Å⁻¹
multiplicity	4